Computed, not measured: a gas-phase ion, C9H14ClIN2P (charge +1) at a distorted geometry, with ωB97M-V with the def2-TZVPD basis set.

Calculated values
**HOMO-LUMO gap**: 6.18 eV
**SMILES string**: CCP(CC)c1[nH+]cc(I)c(Cl)c1N
**Total charge**: +1
**Multiplicity**: 1

Cartesian coordinates (Å):
C (0.846, -2.409, -0.497)
C (1.513, -1.260, -1.459)
P (0.799, 0.503, -1.215)
C (2.168, 1.739, -0.677)
C (3.214, 1.104, 0.454)
C (-0.684, 0.488, -0.012)
N (-0.383, 0.686, 1.470)
C (-1.506, 0.641, 2.498)
C (-3.079, 0.370, 2.052)
I (-4.593, 0.274, 3.670)
C (-3.453, 0.169, 0.438)
Cl (-5.198, -0.120, -0.134)
C (-2.180, 0.228, -0.638)
N (-2.362, 0.014, -2.155)
H (0.924, -3.439, -1.094)
H (1.464, -2.557, 0.512)
H (-0.292, -2.263, -0.262)
H (1.358, -1.607, -2.575)
H (2.664, -1.189, -1.154)
H (1.768, 2.775, -0.301)
H (2.846, 1.982, -1.629)
H (2.681, 0.273, 1.085)
H (4.128, 0.594, -0.119)
H (3.598, 2.000, 1.142)
H (0.618, 0.855, 1.783)
H (-1.189, 0.812, 3.623)
H (-3.321, 0.357, -2.429)
H (-2.348, -1.021, -2.378)

Computed, not measured: 3 unconnected molecules or ions with the total composition C3H4Cl8, with ωB97M-V with the def2-TZVPD basis set.

Calculated values
**HOMO-LUMO gap**: 11.46 eV
**Relative energy (zero: lowest compared OMol25 entry of this formula, charge and spin)**: 12.3 kJ/mol
**SMILES string**: ClC(Cl)Cl.ClC(Cl)Cl.ClCCl
**Multiplicity**: 1

Cartesian coordinates (Å):
Cl (-2.722, 2.996, 6.347)
C (-1.471, 2.466, 7.468)
Cl (-0.198, 1.583, 6.617)
Cl (-2.171, 1.498, 8.757)
H (-1.010, 3.330, 7.928)
Cl (-1.521, 3.948, 10.929)
C (-0.572, 4.169, 12.383)
Cl (-0.790, 2.826, 13.502)
Cl (-0.972, 5.715, 13.148)
H (0.484, 4.194, 12.149)
Cl (-2.571, 6.895, 17.933)
C (-2.540, 5.748, 16.593)
Cl (-2.680, 4.069, 17.132)
H (-3.373, 5.968, 15.935)
H (-1.599, 5.847, 16.068)

Computed, not measured: a molecular structure, C5H5N at a distorted geometry, with ωB97M-V with the def2-TZVPD basis set.

Calculated values
**HOMO-LUMO gap**: 9.83 eV
**Relative energy (zero: lowest compared OMol25 entry of this formula, charge and spin)**: 434.9 kJ/mol
**Multiplicity**: 1

Cartesian coordinates (Å):
C (0.748, 0.942, -0.952)
C (-0.107, 0.583, 0.209)
C (-1.181, -0.249, 0.001)
C (-1.662, -1.311, 0.203)
C (0.917, -0.641, 1.310)
N (0.960, -1.699, 1.792)
H (0.226, 1.676, -1.568)
H (1.664, 1.401, -0.589)
H (0.980, 0.082, -1.580)
H (-0.283, 1.356, 0.947)
H (-2.263, -2.140, 0.226)

Computed, not measured: a molecular structure, C29H47ClN4O3P3RhSeSi, with ωB97M-V with the def2-TZVPD basis set.

Calculated values
**HOMO-LUMO gap (alpha / beta)**: 8.88 / 6.40 eV
**Relative energy (zero: lowest compared OMol25 entry of this formula, charge and spin)**: 0.0 kJ/mol
**Total charge**: +2
**Multiplicity**: 5

Cartesian coordinates (Å):
Rh (-0.190, 0.149, 0.998)
Cl (0.134, -0.545, 3.434)
C (1.839, -0.318, 3.809)
C (2.231, -0.627, 5.098)
C (3.565, -0.491, 5.443)
C (4.491, -0.057, 4.504)
C (4.080, 0.240, 3.215)
C (2.737, 0.123, 2.843)
P (2.228, 0.541, 1.149)
C (2.238, 2.350, 1.047)
C (1.929, 2.922, -0.190)
C (1.818, 4.297, -0.308)
C (1.986, 5.105, 0.813)
C (2.290, 4.539, 2.042)
C (2.427, 3.160, 2.162)
C (3.617, -0.033, 0.138)
C (3.974, -1.380, 0.231)
C (5.071, -1.862, -0.460)
C (5.818, -1.003, -1.259)
C (5.469, 0.336, -1.353)
C (4.371, 0.827, -0.654)
H (1.500, -0.972, 5.818)
H (3.880, -0.733, 6.450)
H (5.535, 0.045, 4.773)
H (4.807, 0.570, 2.481)
H (1.761, 2.287, -1.054)
H (1.600, 4.740, -1.272)
H (1.896, 6.182, 0.723)
H (2.435, 5.170, 2.912)
H (2.673, 2.722, 3.122)
H (3.418, -2.046, 0.880)
H (5.353, -2.904, -0.369)
H (6.679, -1.378, -1.800)
H (6.056, 1.010, -1.965)
H (4.122, 1.880, -0.725)
C (-0.893, -1.956, -4.525)
N (-0.582, -0.845, -3.620)
C (0.230, 0.229, -4.210)
P (-1.301, -0.617, -2.193)
O (-0.488, 0.218, -1.258)
O (-1.468, -2.135, -1.644)
P (-1.483, -2.780, -0.174)
O (-1.255, -1.763, 0.911)
N (-0.307, -3.903, -0.148)
C (1.058, -3.461, 0.148)
C (-0.369, -4.979, -1.147)
N (-2.961, -3.447, -0.083)
C (-3.355, -4.004, 1.225)
C (-3.683, -4.033, -1.222)
N (-2.815, -0.029, -2.384)
C (-3.587, -0.410, -3.574)
C (-3.641, 0.077, -1.172)
H (-1.385, -1.592, -5.429)
H (-1.542, -2.685, -4.044)
H (0.030, -2.458, -4.816)
H (-0.269, 0.655, -5.082)
H (1.193, -0.177, -4.523)
H (0.408, 1.016, -3.483)
H (1.046, -2.723, 0.947)
H (1.551, -3.038, -0.735)
H (1.639, -4.319, 0.491)
H (-1.398, -5.285, -1.322)
H (0.177, -5.843, -0.774)
H (0.073, -4.667, -2.098)
H (-2.843, -3.485, 2.032)
H (-3.130, -5.071, 1.286)
H (-4.427, -3.864, 1.355)
H (-3.370, -3.577, -2.158)
H (-4.750, -3.851, -1.091)
H (-3.534, -5.113, -1.283)
H (-2.970, -0.351, -4.466)
H (-4.409, 0.295, -3.692)
H (-4.012, -1.416, -3.492)
H (-3.038, 0.387, -0.320)
H (-4.127, -0.873, -0.928)
H (-4.413, 0.829, -1.336)
C (-4.560, 2.948, 1.551)
Si (-2.998, 3.862, 1.252)
C (-2.631, 4.424, -0.455)
C (-2.498, 5.017, 2.579)
Se (-1.219, 2.205, 1.421)
H (-5.281, 3.611, 2.039)
H (-4.381, 2.099, 2.212)
H (-5.000, 2.586, 0.620)
H (-3.377, 5.157, -0.784)
H (-2.634, 3.590, -1.162)
H (-1.648, 4.898, -0.469)
H (-3.151, 5.898, 2.550)
H (-1.467, 5.348, 2.435)
H (-2.592, 4.558, 3.565)

Computed, not measured: a molecular structure, C16H22BF4N8PtSSe, with ωB97M-V with the def2-TZVPD basis set.

Calculated values
**HOMO-LUMO gap**: 6.80 eV
**Relative energy (zero: lowest compared OMol25 entry of this formula, charge and spin)**: 217.5 kJ/mol
**Total charge**: +1
**Multiplicity**: 1

Cartesian coordinates (Å):
Pt (0.597, -0.214, -0.325)
C (-3.033, -5.064, -0.512)
C (-2.581, -3.985, 0.393)
N (-3.150, -3.627, 1.499)
N (-2.387, -2.598, 1.958)
C (-1.353, -2.310, 1.172)
S (-0.180, -1.119, 1.569)
N (-1.460, -3.203, 0.160)
N (-0.566, -3.283, -0.896)
H (-3.886, -5.562, -0.059)
H (-2.239, -5.794, -0.675)
H (-3.339, -4.664, -1.480)
H (-2.631, -2.131, 2.817)
H (0.057, -4.073, -0.773)
H (-1.066, -3.352, -1.774)
C (2.682, 1.220, 2.555)
N (2.536, 2.455, 1.806)
C (1.538, 2.746, 0.976)
Se (-0.083, 1.823, 0.669)
N (1.737, 3.966, 0.468)
C (2.908, 4.500, 0.983)
C (3.559, 5.703, 0.753)
C (4.749, 5.894, 1.424)
C (5.269, 4.921, 2.290)
C (4.622, 3.722, 2.511)
C (3.424, 3.532, 1.835)
H (2.552, 0.375, 1.880)
H (1.956, 1.182, 3.367)
H (3.688, 1.183, 2.960)
H (1.187, 4.343, -0.288)
H (3.162, 6.445, 0.075)
H (5.298, 6.813, 1.277)
H (6.205, 5.115, 2.795)
H (5.035, 2.979, 3.178)
F (4.018, 1.086, -2.671)
B (3.349, 1.565, -1.556)
F (3.328, 0.531, -0.546)
F (3.949, 2.694, -1.034)
F (1.986, 1.819, -1.851)
C (4.069, -1.572, -4.409)
C (2.719, -1.436, -3.804)
C (1.463, -1.350, -4.384)
C (0.578, -1.082, -3.343)
N (1.249, -1.024, -2.184)
N (2.543, -1.277, -2.489)
C (-0.896, -0.871, -3.405)
H (3.997, -2.007, -5.403)
H (4.717, -2.198, -3.797)
H (4.523, -0.584, -4.488)
H (1.232, -1.422, -5.432)
H (3.250, -1.029, -1.809)
H (-1.422, -1.811, -3.585)
H (-1.144, -0.199, -4.224)
H (-1.265, -0.433, -2.477)

Computed, not measured: a single C5H5NO2 molecule at a distorted geometry, with ωB97M-V with the def2-TZVPD basis set.

Calculated values
**HOMO-LUMO gap**: 8.76 eV
**Relative energy (zero: lowest compared OMol25 entry of this formula, charge and spin)**: 408.7 kJ/mol
**SMILES string**: [H]/N=C1C=C/C(=C\O)O/1
**Multiplicity**: 1

Cartesian coordinates (Å):
H (-2.814, -0.310, -2.342)
N (-2.156, -1.020, -1.973)
C (-1.098, -0.582, -1.207)
C (-0.004, -1.427, -0.528)
C (0.576, -0.823, 0.468)
C (0.251, 0.683, 0.321)
C (0.950, 1.741, 0.793)
O (1.673, 1.568, 2.116)
O (-0.641, 0.720, -0.838)
H (0.090, -2.437, -0.754)
H (0.983, -1.475, 1.283)
H (0.790, 2.829, 0.449)
H (1.398, 0.533, 2.213)

Computed, not measured: a molecular structure, C24H50AlBeF6MgN4O15P2 at a distorted geometry, with ωB97M-V with the def2-TZVPD basis set.

Calculated values
**HOMO-LUMO gap**: 1.03 eV
**Total charge**: +1
**Multiplicity**: 1

Cartesian coordinates (Å):
C (-1.197, 0.323, 3.304)
N (-0.732, -0.516, 2.208)
C (0.458, 0.028, 1.542)
Al (0.089, 1.840, 0.605)
C (1.158, 1.865, -1.134)
C (1.996, 3.133, -1.480)
O (3.389, 2.773, -1.616)
C (1.954, 4.281, -0.482)
F (2.735, 5.312, -1.047)
F (2.552, 4.005, 0.634)
F (0.730, 4.821, -0.296)
P (-2.208, 1.654, -0.053)
N (-2.798, 3.039, -0.594)
H (-2.011, -0.196, 3.841)
H (-1.629, 1.266, 2.913)
H (-0.390, 0.494, 4.032)
H (-1.468, -0.753, 1.554)
H (1.296, 0.164, 2.246)
H (0.729, -0.659, 0.718)
H (0.309, 3.063, 1.573)
H (0.412, 1.740, -1.983)
H (1.833, 0.996, -1.183)
H (1.668, 3.516, -2.461)
H (3.517, 2.587, -2.558)
H (-2.255, 0.656, -1.061)
H (-2.992, 1.178, 1.038)
H (-3.075, 2.854, -1.637)
C (-1.406, -1.274, 10.871)
C (-1.583, -0.490, 9.582)
N (-1.253, -1.288, 8.392)
C (-2.019, -1.388, 7.253)
C (-1.329, -2.169, 6.382)
N (-0.162, -2.529, 7.009)
C (-0.133, -1.988, 8.221)
C (0.902, -3.368, 6.450)
H (-0.377, -1.612, 10.994)
H (-1.656, -0.650, 11.727)
H (-2.050, -2.154, 10.880)
H (-0.940, 0.391, 9.577)
H (-2.614, -0.151, 9.492)
H (-2.965, -0.879, 7.197)
H (-1.519, -2.512, 5.380)
H (0.665, -2.096, 8.936)
H (1.015, -4.255, 7.066)
H (1.832, -2.804, 6.442)
H (0.649, -3.660, 5.434)
C (4.556, -0.457, 1.225)
C (5.456, -0.900, 2.355)
O (4.601, -1.743, 3.120)
C (3.623, -2.200, 2.291)
O (2.849, -3.050, 2.573)
O (3.653, -1.547, 1.094)
H (5.098, -0.292, 0.293)
H (3.988, 0.446, 1.472)
H (6.310, -1.485, 2.006)
H (5.818, -0.068, 2.956)
O (6.509, 2.158, -1.141)
H (7.128, 2.618, -1.746)
H (5.608, 2.559, -1.176)
H (6.853, 2.140, -0.224)
C (-5.073, -3.050, 4.668)
C (-5.249, -3.631, 3.291)
O (-5.491, -2.483, 2.498)
C (-4.846, -1.451, 3.105)
O (-4.613, -0.411, 2.587)
O (-4.493, -1.770, 4.386)
F (-6.329, -4.440, 3.233)
H (-6.022, -2.911, 5.188)
H (-4.414, -3.650, 5.294)
H (-4.374, -4.162, 2.908)
F (-3.130, 1.712, -2.540)
C (3.107, -5.924, 7.215)
O (2.118, -6.633, 7.379)
O (3.280, -4.796, 7.746)
O (4.087, -6.212, 6.484)
Mg (1.197, 0.077, -3.073)
Be (1.143, 6.585, -1.439)
F (2.361, 6.242, 1.430)
O (0.023, 2.338, -9.248)
P (-0.510, 0.943, -9.114)
O (-2.114, 1.202, -8.859)
C (-2.852, 2.096, -9.688)
C (-3.577, 1.345, -10.789)
O (-0.030, 0.606, -7.583)
C (1.064, 1.297, -6.996)
C (0.561, 2.413, -6.102)
O (-0.733, -0.694, -9.301)
C (-1.005, -1.232, -10.596)
C (-0.158, -0.618, -11.690)
H (-2.211, 2.868, -10.118)
H (-3.581, 2.593, -9.046)
H (-2.867, 0.958, -11.526)
H (-4.272, 2.004, -11.312)
H (-4.132, 0.498, -10.383)
H (1.747, 1.675, -7.757)
H (1.623, 0.571, -6.397)
H (-0.122, 3.076, -6.631)
H (1.394, 3.007, -5.715)
H (0.004, 2.000, -5.256)
H (-2.071, -1.131, -10.815)
H (-0.797, -2.302, -10.539)
H (-0.375, 0.450, -11.809)
H (-0.350, -1.109, -12.645)
H (0.904, -0.713, -11.454)

Computed, not measured: 2 unconnected molecules or ions with the total composition C7H13F3NO2S at a distorted geometry, with ωB97M-V with the def2-TZVPD basis set.

Calculated values
**HOMO-LUMO gap**: 10.45 eV
**Total charge**: +1
**Multiplicity**: 1

Cartesian coordinates (Å):
C (-3.017, -2.577, 3.813)
C (-2.754, -2.843, 2.360)
N (-2.958, -3.984, 1.862)
C (-2.280, -1.620, 1.580)
S (-1.220, -2.121, 0.215)
H (-3.990, -2.991, 4.060)
H (-3.027, -1.519, 4.048)
H (-2.276, -3.089, 4.418)
H (-2.762, -4.051, 0.864)
H (-3.124, -1.123, 1.102)
H (-1.770, -0.889, 2.194)
H (-1.007, -0.985, -0.463)
H (-0.040, -2.289, 0.823)
C (3.820, 3.073, -2.792)
C (3.333, 2.780, -1.393)
O (1.896, 2.540, -1.376)
C (1.497, 1.347, -1.730)
O (2.141, 0.387, -2.029)
C (-0.044, 1.286, -1.653)
F (-0.638, 2.331, -2.171)
F (-0.432, 1.156, -0.357)
F (-0.497, 0.177, -2.256)
H (3.276, 3.915, -3.217)
H (4.879, 3.324, -2.762)
H (3.691, 2.212, -3.447)
H (3.468, 3.634, -0.737)
H (3.836, 1.920, -0.955)

Computed, not measured: 10 unconnected molecules or ions with the total composition C28H76BN2O12 at a distorted geometry, with ωB97M-V with the def2-TZVPD basis set.

Calculated values
**HOMO-LUMO gap**: 5.16 eV
**Total charge**: -1
**Multiplicity**: 1

Cartesian coordinates (Å):
C (4.239, 0.083, 3.886)
C (4.962, 0.835, 2.773)
C (5.057, 0.005, 1.480)
C (5.013, 0.893, 0.241)
C (5.564, 0.267, -1.057)
C (4.490, -0.384, -1.933)
C (3.650, -1.409, -1.174)
C (2.993, -2.448, -2.074)
C (2.036, -3.350, -1.258)
C (0.547, -3.037, -1.502)
C (-0.255, -3.111, -0.196)
C (-1.798, -3.020, -0.336)
N (-2.327, -2.755, -1.675)
O (-2.325, -4.302, -0.030)
B (-2.780, -4.347, 1.384)
O (-2.879, -2.924, 1.817)
C (-2.439, -2.127, 0.771)
C (-3.400, -1.049, 0.265)
C (-4.862, -1.499, 0.286)
N (-5.807, -0.368, 0.393)
C (-6.473, -0.037, -0.870)
C (-5.483, 0.088, -2.025)
C (-6.603, -0.388, 1.527)
C (-7.962, 0.290, 1.477)
O (-6.238, -0.908, 2.592)
H (4.894, -0.670, 4.323)
H (3.370, -0.452, 3.506)
H (3.885, 0.736, 4.681)
H (5.971, 1.060, 3.117)
H (4.489, 1.792, 2.562)
H (5.968, -0.592, 1.506)
H (4.222, -0.693, 1.469)
H (5.616, 1.777, 0.455)
H (3.991, 1.224, 0.049)
H (6.351, -0.456, -0.837)
H (6.014, 1.083, -1.623)
H (3.863, 0.419, -2.315)
H (4.978, -0.851, -2.790)
H (2.925, -0.912, -0.530)
H (4.324, -1.951, -0.506)
H (2.428, -1.972, -2.873)
H (3.787, -3.075, -2.477)
H (2.234, -3.210, -0.196)
H (2.209, -4.399, -1.486)
H (0.435, -2.048, -1.946)
H (0.129, -3.791, -2.167)
H (-0.062, -4.069, 0.283)
H (0.137, -2.325, 0.451)
H (-2.089, -3.557, -2.242)
H (-1.878, -1.938, -2.076)
H (-2.002, -5.051, 2.053)
H (-3.877, -4.942, 1.399)
H (-1.591, -1.545, 1.177)
H (-3.093, -0.714, -0.723)
H (-3.339, -0.183, 0.925)
H (-4.954, -2.183, 1.124)
H (-5.076, -2.069, -0.617)
H (-6.944, 0.939, -0.770)
H (-7.281, -0.728, -1.123)
H (-5.231, -0.902, -2.396)
H (-4.591, 0.606, -1.691)
H (-5.923, 0.643, -2.851)
H (-8.702, -0.356, 1.015)
H (-8.264, 0.480, 2.503)
H (-7.915, 1.259, 0.988)
C (4.442, 2.088, -4.980)
O (4.766, 2.312, -3.608)
H (3.360, 2.005, -5.055)
H (4.784, 2.922, -5.592)
H (4.894, 1.159, -5.338)
H (5.720, 2.383, -3.546)
C (5.860, 5.816, -6.267)
O (6.489, 4.550, -6.087)
H (5.042, 5.677, -6.969)
H (5.455, 6.191, -5.323)
H (6.559, 6.548, -6.678)
H (7.211, 4.669, -5.467)
C (6.884, 3.154, 5.130)
O (6.454, 3.762, 3.919)
H (6.167, 2.375, 5.379)
H (7.873, 2.700, 5.016)
H (6.915, 3.881, 5.947)
H (7.087, 4.447, 3.693)
C (-3.034, 1.765, -4.490)
O (-2.856, 1.988, -3.098)
H (-4.073, 1.484, -4.644)
H (-2.823, 2.670, -5.067)
H (-2.394, 0.953, -4.845)
H (-1.940, 2.232, -2.951)
C (6.504, 7.278, 1.493)
O (7.514, 6.502, 2.132)
H (6.493, 8.254, 1.972)
H (6.720, 7.403, 0.430)
H (5.523, 6.813, 1.605)
H (7.521, 5.641, 1.703)
C (-11.086, -2.158, -0.200)
O (-9.724, -1.983, -0.569)
H (-11.533, -1.170, -0.120)
H (-11.629, -2.732, -0.956)
H (-11.172, -2.664, 0.765)
H (-9.324, -2.853, -0.637)
C (5.293, 4.316, -1.266)
O (5.409, 4.763, 0.086)
H (6.299, 4.137, -1.642)
H (4.720, 3.392, -1.327)
H (4.813, 5.079, -1.885)
H (4.523, 4.911, 0.421)
C (-7.981, -2.123, 5.833)
O (-7.119, -1.006, 5.700)
H (-8.672, -1.912, 6.648)
H (-8.554, -2.289, 4.916)
H (-7.421, -3.032, 6.072)
H (-6.520, -1.190, 4.966)
C (-4.563, -7.310, 3.352)
O (-3.325, -6.929, 3.926)
H (-4.674, -8.386, 3.490)
H (-5.402, -6.804, 3.843)
H (-4.583, -7.078, 2.285)
H (-3.227, -5.982, 3.773)